Record 1
ORCA calculation (ωB97M-V with the def2-TZVPD basis set) on one molecule with the formula C3H8N2O at a distorted geometry.

Each line ends with the Mulliken charge.
Atoms and positions in Å:
C -0.88 0.37 -1.37  -0.853
N 0.25 -0.49 -1.00  -0.319
C 1.18 -0.14 0.03  -0.317
C 0.55 0.25 1.40  0.325
N -0.70 -0.38 1.63  -0.498
O 1.10 0.94 2.22  -0.584
H -1.78 -0.27 -1.40  0.295
H -0.71 0.71 -2.39  0.300
H -1.00 1.16 -0.64  0.294
H 0.46 -1.30 -1.56  0.166
H 1.90 0.66 -0.20  0.262
H 1.79 -0.98 0.35  0.315
H -0.94 -0.78 0.72  0.363
H -1.21 0.26 2.21  0.250

Output
Energy relative to the best compared isomer or geometry (same formula, charge and spin) = 1.2765 eV
Charge = 0
E = -8268.04954 eV
Multiplicity = 1
Gap between HOMO and LUMO = 9.68 eV
Lowest unoccupied orbital energy = 0.87 eV

Record 2
ORCA calculation (ωB97M-V with the def2-TZVPD basis set) on C29H23Cl2N12O3PTa as an isolated structure at a distorted geometry.

Each line ends with the Mulliken charge.
Atoms and positions in Å:
Ta -0.86 0.07 0.02  2.203
O 1.72 -0.76 0.51  -0.589
N 1.01 0.20 1.20  0.152
C 1.53 0.57 2.29  -1.031
C 0.98 1.49 3.28  0.977
C 1.83 1.82 4.34  -1.005
C 1.41 2.65 5.36  -0.824
C 0.12 3.16 5.35  -0.775
C -0.73 2.84 4.31  -0.445
C -0.32 2.02 3.26  0.340
P -1.55 1.69 1.96  1.549
C -1.79 3.30 1.14  0.452
C -0.94 4.38 1.36  -0.706
C -1.17 5.59 0.72  -0.812
C -2.25 5.73 -0.15  -0.600
C -3.09 4.64 -0.39  -0.867
C -2.86 3.43 0.24  -0.259
C -3.09 1.43 2.90  0.693
C -4.05 2.43 3.02  -0.051
C -5.21 2.19 3.75  -0.847
C -5.40 0.97 4.36  -0.576
C -4.44 -0.03 4.25  -0.754
C -3.29 0.20 3.52  -0.651
H 2.10 -0.45 -0.44  0.677
H 2.50 0.15 2.53  0.477
H 2.83 1.41 4.36  0.466
H 2.09 2.89 6.16  0.416
H -0.22 3.80 6.15  0.477
H -1.74 3.23 4.30  0.516
H -0.10 4.29 2.03  0.434
H -0.52 6.43 0.90  0.448
H -2.44 6.67 -0.63  0.422
H -3.92 4.74 -1.07  0.477
H -3.51 2.59 0.05  0.383
H -3.92 3.39 2.54  0.455
H -5.96 2.97 3.83  0.448
H -6.31 0.78 4.92  0.410
H -4.59 -0.99 4.73  0.478
H -2.54 -0.58 3.44  0.417
N -0.74 -3.54 -0.37  -0.010
C -0.77 -3.02 0.88  0.448
N -0.75 -3.68 2.01  -0.562
N -0.78 -2.75 2.97  -0.764
N -0.80 -1.58 2.48  -0.270
N -0.80 -1.68 1.12  0.616
C -0.69 -2.76 -1.48  0.463
N -0.69 -3.16 -2.72  -0.511
N -0.61 -2.03 -3.46  -0.610
N -0.56 -1.00 -2.72  -0.456
N -0.60 -1.40 -1.42  0.319
H -0.78 -4.55 -0.48  0.260
N 5.57 2.77 -3.90  -0.439
C 4.95 1.83 -3.65  -0.157
C 4.17 0.68 -3.34  0.092
C 4.07 -0.41 -4.21  -0.059
C 3.27 -1.48 -3.85  -1.046
C 2.60 -1.43 -2.65  -0.197
N 2.67 -0.38 -1.82  -0.253
C 3.44 0.65 -2.16  -0.154
H 4.62 -0.41 -5.14  0.529
H 3.16 -2.33 -4.50  0.434
H 1.99 -2.27 -2.32  0.526
H 3.48 1.47 -1.46  0.557
Cl 0.57 2.80 -3.83  -0.138
C -0.32 3.39 -2.40  -0.506
C -0.51 2.20 -1.51  0.769
O 0.36 1.87 -0.64  -0.528
O -1.53 1.48 -1.61  -0.671
H -1.28 3.77 -2.75  0.378
H 0.26 4.17 -1.92  0.284
Cl -3.13 -0.25 0.02  -0.318

Output
Energy relative to the best compared isomer or geometry (same formula, charge and spin) = 0.3662 eV
Charge = +1
E = -90350.07804 eV
Multiplicity = 1
Gap between HOMO and LUMO = 6.57 eV
Lowest unoccupied orbital energy = -5.15 eV

Record 3
ORCA calculation (ωB97M-V with the def2-TZVPD basis set) on one molecule with the formula C4H3FOS at a distorted geometry.

Each line ends with the Mulliken charge.
Atoms and positions in Å:
C -0.22 0.32 -0.51  0.671
C -0.02 0.85 0.81  -0.642
C 0.48 -0.35 1.40  0.510
C 0.40 -1.47 0.60  -0.608
H -0.71 -0.07 -2.76  0.177
H -0.57 1.84 1.18  0.294
H 0.78 -2.39 0.77  0.485
O 0.08 -0.93 -0.71  -0.329
F 0.42 -0.74 2.74  -0.276
S -0.49 1.17 -2.00  -0.282

Output
Energy relative to the best compared isomer or geometry (same formula, charge and spin) = 1.4092 eV
Charge = 0
E = -19793.89867 eV
Multiplicity = 1
Gap between HOMO and LUMO = 8.95 eV
Lowest unoccupied orbital energy = 0.59 eV

Record 4
ORCA calculation (ωB97M-V with the def2-TZVPD basis set) on a 3-piece molecular cluster, C8H23O7PS2Si2 overall.

Each line ends with the Mulliken charge.
Atoms and positions in Å:
Si -2.25 1.88 3.60  0.388
O -1.92 0.33 4.08  -0.053
Si -0.56 -0.49 4.52  0.474
S -0.49 -1.20 6.49  -0.301
P -0.49 -2.22 3.04  0.162
S 1.05 -3.39 3.16  -0.372
H -3.70 2.11 3.72  -0.119
H -1.51 2.82 4.47  -0.118
H -1.80 2.04 2.21  -0.111
H 0.64 0.34 4.29  -0.130
H -1.62 -1.93 6.32  0.146
H -1.79 -2.77 3.14  0.112
H -0.67 -1.57 1.79  0.001
C 2.84 -0.02 0.87  -1.100
C 2.28 -1.29 0.27  0.102
O 1.88 -1.10 -1.11  -0.368
C 2.87 -1.13 -2.00  0.684
O 4.03 -1.32 -1.77  -0.570
O 2.35 -0.89 -3.21  -0.257
C 3.31 -0.90 -4.27  -0.766
H 2.12 0.80 0.77  0.261
H 3.03 -0.18 1.93  0.377
H 3.77 0.26 0.39  0.354
H 1.37 -1.61 0.76  -0.200
H 3.00 -2.11 0.32  0.403
H 3.86 -1.84 -4.28  0.324
H 4.01 -0.08 -4.16  0.304
H 2.73 -0.79 -5.18  0.240
C -0.17 0.35 -3.50  -1.153
C -0.23 0.33 -1.99  0.481
O -1.02 1.44 -1.48  -0.419
C -2.33 1.26 -1.51  0.723
O -2.92 0.28 -1.90  -0.558
O -2.91 2.37 -1.04  -0.333
C -4.34 2.33 -1.00  -0.661
H 0.22 1.30 -3.86  0.319
H 0.50 -0.45 -3.84  0.247
H -1.15 0.17 -3.93  0.405
H 0.75 0.49 -1.54  -0.017
H -0.66 -0.60 -1.61  0.269
H -4.68 1.42 -0.49  0.306
H -4.75 2.34 -2.01  0.300
H -4.64 3.21 -0.44  0.223

Output
Charge = 0
E = -69718.82571 eV
Multiplicity = 1
Gap between HOMO and LUMO = 9.07 eV
Lowest unoccupied orbital energy = 0.29 eV

Record 5
ORCA calculation (ωB97M-V with the def2-TZVPD basis set) on C5H9IN as an isolated structure at a distorted geometry.

Each line ends with the Mulliken charge.
Atoms and positions in Å:
C 0.84 -1.33 -0.70  -0.572
C 0.94 1.84 0.96  -0.520
C 0.40 1.17 1.92  0.281
C -0.25 0.73 2.97  -0.603
C -0.98 -0.57 -2.23  -0.910
N -0.42 -0.99 -0.95  -0.004
I 2.43 0.93 -0.28  0.254
H 1.41 -1.86 -1.51  0.411
H 0.86 -1.65 0.40  0.383
H 0.60 2.80 0.45  0.386
H -1.09 0.06 2.91  0.247
H -0.06 1.21 3.87  0.294
H -0.93 -0.77 -0.11  0.299
H -0.54 -0.02 -3.00  0.367
H -1.97 -0.04 -2.06  0.306
H -1.23 -1.52 -2.65  0.382

Output
Energy relative to the best compared isomer or geometry (same formula, charge and spin) = 3.0667 eV
Charge = +1
E = -14911.20423 eV
Multiplicity = 1
Gap between HOMO and LUMO = 8.51 eV
Lowest unoccupied orbital energy = -4.72 eV

Record 6
ORCA calculation (ωB97M-V with the def2-TZVPD basis set) on a 10-piece molecular cluster, C85H177N9O12 overall at a distorted geometry.

Each line ends with the Mulliken charge.
Atoms and positions in Å:
C -0.64 0.34 0.98  0.599
C 0.80 0.70 0.88  2.493
C 1.78 0.01 1.78  1.076
O 2.65 -0.69 0.94  -0.382
C 2.25 -0.48 -0.32  -0.242
O 2.86 -1.00 -1.27  -0.382
O 1.29 0.42 -0.39  0.124
H -0.68 -0.74 0.84  -0.850
H -1.21 0.76 0.15  -0.735
H -1.13 0.56 1.93  0.269
H 1.07 1.70 1.21  -0.381
H 1.37 -0.63 2.56  -0.604
H 2.39 0.67 2.40  -0.762
C -1.24 8.04 0.44  -1.650
C -2.58 7.34 0.16  1.777
C -2.82 7.36 -1.38  -1.260
C -4.02 6.47 -1.84  -0.988
C -3.74 5.05 -1.45  -1.105
C -3.39 4.83 0.04  2.135
N -2.43 5.88 0.53  0.739
O -2.11 5.72 1.84  -0.326
C -4.73 4.73 0.83  -2.068
C -2.55 3.49 0.20  -1.544
C -3.74 7.89 0.92  -1.808
H -0.50 7.98 -0.37  0.355
H -0.71 7.57 1.26  0.208
H -1.28 9.07 0.79  0.410
H -3.02 8.37 -1.74  0.599
H -2.02 7.07 -2.05  -0.131
H -4.12 6.56 -2.92  0.498
H -5.01 6.75 -1.48  0.444
H -2.98 4.53 -2.04  -0.054
H -4.55 4.38 -1.73  0.596
H -5.53 5.48 0.82  0.227
H -5.24 3.79 0.60  0.468
H -4.42 4.72 1.88  0.490
H -3.17 2.77 -0.32  0.304
H -1.54 3.51 -0.22  -0.009
H -2.47 3.10 1.22  0.225
H -4.71 7.40 0.84  0.227
H -3.91 8.92 0.63  0.441
H -3.52 7.97 1.98  0.494
H -2.88 6.17 2.20  0.376
C -1.69 -3.83 6.30  -1.485
C -0.65 -3.99 5.18  1.839
C 0.87 -4.23 5.76  -1.296
C 1.09 -5.62 6.37  -0.978
C 0.74 -6.65 5.27  -0.725
C -0.66 -6.53 4.62  1.429
N -1.08 -5.10 4.34  1.252
O -2.33 -4.96 3.77  -0.261
C -0.75 -7.30 3.25  -1.763
C -1.58 -7.30 5.59  -1.773
C -0.50 -2.65 4.35  -2.136
H -1.29 -3.39 7.22  0.469
H -1.93 -4.81 6.73  0.316
H -2.61 -3.28 6.11  0.037
H 1.60 -4.21 4.95  0.257
H 1.12 -3.41 6.43  0.696
H 0.46 -5.62 7.26  0.400
H 2.09 -5.60 6.81  0.500
H 0.91 -7.68 5.60  0.549
H 1.49 -6.53 4.49  -0.185
H 0.00 -6.91 2.56  0.185
H -0.62 -8.38 3.31  0.536
H -1.76 -7.20 2.85  0.495
H -1.64 -6.98 6.63  0.351
H -2.56 -7.24 5.12  0.393
H -1.37 -8.37 5.63  0.475
H -1.34 -2.29 3.75  0.289
H 0.34 -2.65 3.66  0.281
H -0.21 -1.84 5.02  0.564
H -2.15 -4.99 2.83  0.089
C 4.55 2.72 3.08  -1.666
C 3.35 3.50 3.88  1.319
C 2.59 4.16 2.71  -0.794
C 1.24 4.72 3.16  -0.504
C 0.43 3.59 3.83  -0.816
C 1.08 2.80 4.97  2.177
N 2.51 2.51 4.52  0.997
O 3.28 1.76 5.42  -0.567
C 1.02 3.47 6.33  -1.974
C 0.36 1.42 5.04  -1.738
C 3.93 4.55 4.83  -1.932
H 4.98 1.91 3.67  0.404
H 5.39 3.38 2.86  0.437
H 4.32 2.40 2.06  0.158
H 3.19 5.00 2.36  0.721
H 2.58 3.55 1.80  -0.478
H 0.61 5.01 2.31  -0.122
H 1.32 5.56 3.84  0.505
H -0.04 2.93 3.10  -0.477
H -0.43 4.07 4.29  0.722
H 1.06 4.55 6.20  0.405
H 0.04 3.38 6.79  0.485
H 1.78 3.12 7.04  0.355
H 0.74 0.85 4.18  0.079
H 0.70 0.98 5.97  0.505
H -0.73 1.50 4.95  0.387
H 4.31 4.13 5.76  0.392
H 3.21 5.29 5.19  0.297
H 4.75 5.03 4.30  0.468
H 3.37 0.91 4.99  0.335
C -4.90 2.34 5.25  -1.636
C -5.71 1.08 5.49  1.658
C -7.16 1.33 4.94  -1.315
C -7.32 1.06 3.46  -0.664
C -6.79 -0.38 3.08  -1.325
C -5.30 -0.53 3.53  2.426
N -5.11 -0.16 4.96  0.364
O -3.88 -0.58 5.44  -0.215
C -5.09 -2.01 3.20  -2.269
C -4.50 0.23 2.53  -1.546
C -5.95 0.87 7.03  -1.963
H -5.07 2.74 4.25  0.261
H -3.85 2.19 5.46  0.241
H -5.27 3.12 5.93  0.500
H -8.01 0.89 5.46  0.435
H -7.42 2.39 5.00  0.417
H -7.02 1.90 2.83  0.196
H -8.39 1.11 3.23  0.466
H -6.84 -0.55 2.01  0.421
H -7.43 -1.16 3.50  0.525
H -4.07 -2.35 3.37  0.070
H -5.79 -2.67 3.71  0.582
H -5.16 -2.29 2.15  0.202
H -4.31 -0.21 1.55  0.513
H -4.82 1.27 2.46  -0.022
H -3.52 0.39 2.99  0.141
H -4.92 0.87 7.40  0.428
H -6.41 -0.10 7.21  0.427
H -6.69 1.53 7.47  0.403
H -4.10 -1.31 6.03  0.304
C 5.41 5.12 -3.36  -2.179
C 3.93 5.56 -3.05  1.509
C 3.33 6.01 -4.36  -0.927
C 1.76 6.19 -4.41  -1.222
C 1.09 5.02 -3.60  -0.310
C 1.65 4.71 -2.17  3.475
N 3.11 4.54 -2.41  0.949
O 3.73 4.01 -1.28  -0.508
C 1.23 5.89 -1.27  -1.281
C 1.05 3.34 -1.74  -0.811
C 4.10 6.80 -2.13  -1.959
H 6.05 5.09 -2.48  0.400
H 6.01 5.74 -4.02  0.438
H 5.49 4.13 -3.79  0.384
H 3.81 6.86 -4.84  0.633
H 3.47 5.30 -5.18  -0.135
H 1.39 6.15 -5.43  0.643
H 1.44 7.16 -4.04  0.291
H 1.13 4.13 -4.23  -0.436
H 0.03 5.25 -3.52  0.162
H 1.24 6.85 -1.78  0.387
H 0.21 5.74 -0.92  -0.431
H 1.85 5.89 -0.37  0.196
H -0.03 3.38 -1.82  -0.197
H 1.34 2.45 -2.31  0.119
H 1.40 3.15 -0.73  -0.751
H 4.46 6.44 -1.17  0.401
H 3.29 7.53 -2.04  0.252
H 4.90 7.46 -2.46  0.484
H 3.51 3.09 -1.44  0.287
C 4.27 -0.92 -4.15  -2.111
C 4.13 -0.52 -5.63  2.616
C 3.03 0.60 -5.86  -0.933
C 3.55 2.03 -5.48  0.319
C 4.79 2.41 -6.34  -1.776
C 5.90 1.31 -6.30  1.428
N 5.42 -0.11 -6.30  0.440
O 6.49 -1.01 -6.20  -0.468
C 6.80 1.61 -7.44  -1.944
C 6.80 1.62 -5.01  -1.709
C 3.69 -1.76 -6.45  -2.254
H 4.67 -0.11 -3.55  0.288
H 5.09 -1.63 -4.06  0.513
H 3.41 -1.34 -3.62  0.478
H 2.66 0.71 -6.88  0.805
H 2.14 0.45 -5.26  -0.808
H 3.65 2.14 -4.40  -0.158
H 2.78 2.73 -5.80  0.313
H 5.23 3.33 -5.96  0.444
H 4.54 2.59 -7.38  0.450
H 6.41 1.20 -8.37  0.458
H 6.97 2.69 -7.43  0.392
H 7.78 1.16 -7.29  0.423
H 6.12 1.52 -4.16  0.299
H 7.59 0.89 -4.82  0.361
H 7.30 2.58 -5.11  0.471
H 4.46 -2.53 -6.54  0.458
H 3.37 -1.48 -7.45  0.497
H 2.86 -2.36 -6.10  0.290
H 6.58 -1.21 -7.14  0.370
C -4.93 -5.28 -1.31  -1.711
C -4.02 -5.89 -0.20  2.050
C -3.14 -7.04 -0.80  -1.221
C -2.02 -6.64 -1.72  -1.110
C -1.21 -5.49 -1.10  -1.641
C -1.99 -4.32 -0.49  2.687
N -3.08 -4.87 0.33  -0.125
O -3.79 -3.94 1.01  0.335
C -0.93 -3.52 0.41  -1.950
C -2.46 -3.32 -1.55  -1.510
C -4.86 -6.56 0.83  -1.893
H -5.92 -5.73 -1.28  0.538
H -4.59 -5.49 -2.33  0.322
H -5.01 -4.19 -1.31  0.278
H -2.58 -7.41 0.06  0.224
H -3.61 -7.87 -1.32  0.427
H -2.42 -6.28 -2.67  0.408
H -1.48 -7.55 -1.97  0.439
H -0.55 -5.06 -1.85  0.473
H -0.60 -5.93 -0.31  0.225
H -1.49 -2.75 0.95  0.186
H -0.49 -4.15 1.19  0.021
H -0.15 -2.94 -0.07  0.593
H -2.88 -2.47 -1.03  0.384
H -1.56 -2.99 -2.07  0.203
H -3.17 -3.70 -2.28  0.151
H -4.42 -6.73 1.81  0.143
H -5.23 -7.57 0.61  0.443
H -5.73 -5.99 1.14  0.413
H -4.10 -3.32 0.34  0.302
C -3.32 -2.14 -4.87  -1.339
C -3.48 -0.56 -5.09  1.134
C -4.12 0.19 -3.84  -1.677
C -3.10 0.37 -2.68  0.347
C -1.97 1.21 -3.26  -0.648
C -1.26 0.57 -4.49  2.775
N -2.22 0.13 -5.50  0.613
O -1.71 -0.31 -6.67  -0.495
C -0.47 1.77 -5.10  -2.068
C -0.23 -0.53 -4.06  -1.498
C -4.58 -0.43 -6.20  -2.008
H -2.53 -2.24 -4.13  0.157
H -3.07 -2.57 -5.83  0.526
H -4.19 -2.60 -4.40  0.386
H -4.40 1.19 -4.17  0.439
H -5.03 -0.32 -3.53  0.522
H -2.69 -0.59 -2.39  -0.741
H -3.62 0.78 -1.81  0.544
H -1.27 1.37 -2.43  -0.923
H -2.33 2.22 -3.48  0.682
H -1.17 2.47 -5.57  0.598
H 0.03 2.41 -4.38  -0.257
H 0.31 1.49 -5.81  0.875
H -0.67 -1.33 -3.46  -0.491
H 0.31 -0.97 -4.90  0.625
H 0.60 -0.22 -3.42  0.365
H -5.52 -0.93 -5.98  0.388
H -4.28 -0.85 -7.17  0.378
H -4.75 0.62 -6.40  0.471
H -1.81 0.51 -7.16  0.397
C 2.57 -4.30 0.35  -0.290
C 3.45 -5.64 0.40  2.316
C 3.21 -6.40 -0.89  -1.434
C 3.80 -5.75 -2.15  -0.353
C 5.34 -5.54 -1.94  -1.447
C 5.71 -4.77 -0.63  1.830
N 4.94 -5.46 0.46  0.275
O 5.31 -4.97 1.66  -0.490
C 7.27 -4.98 -0.33  -1.914
C 5.51 -3.27 -0.86  -1.647
C 2.95 -6.53 1.53  -2.426
H 2.52 -3.82 1.32  0.504
H 1.54 -4.49 0.05  -0.362
H 2.91 -3.55 -0.37  -0.419
H 3.76 -7.34 -0.87  0.443
H 2.15 -6.60 -1.06  0.268
H 3.31 -4.80 -2.34  0.025
H 3.58 -6.35 -3.04  0.521
H 5.71 -5.05 -2.85  0.429
H 5.78 -6.54 -1.96  0.416
H 7.87 -4.62 -1.16  0.434
H 7.47 -4.48 0.62  0.432
H 7.42 -6.06 -0.25  0.438
H 6.34 -2.77 -1.35  0.475
H 4.59 -3.15 -1.43  -0.101
H 5.25 -2.87 0.12  0.315
H 3.08 -6.04 2.50  0.663
H 3.35 -7.54 1.54  0.575
H 1.88 -6.73 1.52  -0.042
H 5.96 -5.62 1.95  0.390

Output
Energy relative to the best compared isomer or geometry (same formula, charge and spin) = 0.0000 eV
Charge = +1
E = -128973.99698 eV
Multiplicity = 2
Gap between HOMO and LUMO (alpha / beta) = 7.21 / 2.91 eV
Lowest unoccupied orbital energy (alpha / beta) = -1.80 / -6.10 eV

Q: The lowest E belongs to which entry?
A: C85H177N9O12